Record 1
Computed, not measured: a cluster of 4 separate species, C44H75IN2O6 in total, with the ωB97M-V functional and the def2-TZVPD basis.

Geometry as XYZ:
```
128
Properties=species:S:1:pos:R:3:lowdin_charge:R:1
C -7.3080 -1.5707 -3.4724 -0.156
C -6.3556 -2.8031 -2.8972 -0.287
C -6.7232 -4.1556 -3.7728 -0.238
C -5.6684 -5.3970 -3.5547 -0.228
C -5.0169 -5.4883 -2.0488 -0.220
C -3.8302 -6.6665 -2.0328 -0.209
C -2.3543 -5.9611 -2.1574 -0.232
C -1.1508 -6.7406 -1.3437 -0.217
C -0.1661 -5.6566 -0.5906 -0.231
C 0.9030 -4.9024 -1.5941 -0.208
C 0.3160 -3.4594 -2.2012 -0.219
C 1.4410 -2.6058 -3.0418 -0.231
C 2.1776 -1.4119 -2.1932 -0.201
C 1.2361 -0.0448 -2.0126 -0.208
C 1.8849 1.2917 -2.7077 -0.202
C 2.5546 2.3617 -1.6547 -0.214
C 1.8597 3.8576 -1.9313 -0.220
C 2.5034 5.0524 -1.0084 -0.184
C 1.9417 4.8092 0.5478 -0.209
C 0.3655 5.2551 0.7373 -0.221
C -0.2668 4.9149 2.2120 -0.292
C -1.8716 5.3604 2.1358 -0.124
N -3.0640 5.9053 2.0387 0.083
C -0.1683 3.3423 2.6652 -0.721
I -0.4621 2.0258 0.9424 1.009
C -1.4743 3.0777 3.6762 -0.186
N -2.6143 2.9338 4.3204 0.109
C 1.2241 3.1047 3.4974 -0.201
C 1.2040 1.8422 4.5431 -0.147
C 1.8351 2.1116 6.0620 -0.034
C 1.9127 0.9086 7.1901 -0.071
C 1.3708 -0.6304 6.8701 -0.034
C 0.7274 -0.9155 5.3594 -0.162
C 0.1835 -2.4054 4.9178 -0.116
C 0.6635 0.3246 4.2391 0.008
H -8.3376 -2.0802 -3.7625 0.077
H -7.4877 -0.7739 -2.6052 0.081
H -6.7295 -1.1251 -4.3949 0.078
H -6.5628 -2.9293 -1.7338 0.109
H -5.2004 -2.5619 -2.9833 0.109
H -7.8099 -4.4767 -3.4660 0.111
H -6.6956 -3.8153 -4.9115 0.117
H -4.7980 -5.2946 -4.3546 0.117
H -6.2791 -6.4018 -3.7598 0.118
H -4.4893 -4.4983 -1.7023 0.091
H -5.8753 -5.7009 -1.2701 0.115
H -3.9277 -7.2753 -1.0237 0.106
H -3.9487 -7.3926 -2.9707 0.116
H -2.3364 -4.8378 -1.7605 0.102
H -2.0723 -5.9672 -3.3056 0.113
H -1.6800 -7.4340 -0.5298 0.110
H -0.5403 -7.4182 -2.1105 0.115
H 0.4829 -6.2586 0.2071 0.112
H -0.8092 -4.8848 0.0169 0.111
H 1.1721 -5.6599 -2.4581 0.115
H 1.8591 -4.6256 -0.9609 0.108
H -0.5076 -3.7883 -3.0005 0.102
H -0.2436 -2.8467 -1.3703 0.114
H 0.9915 -2.2202 -4.0695 0.116
H 2.2955 -3.3840 -3.3360 0.110
H 2.4676 -1.8117 -1.1224 0.114
H 3.1676 -1.1145 -2.7417 0.090
H 0.1848 -0.2738 -2.5289 0.115
H 1.0424 0.0440 -0.8558 0.047
H 0.9785 1.8684 -3.2266 0.111
H 2.7313 1.0084 -3.4837 0.099
H 2.2918 1.9549 -0.5637 0.064
H 3.7361 2.4174 -1.7065 0.096
H 1.9784 4.0848 -3.0938 0.121
H 0.6908 3.7311 -1.7340 0.088
H 2.1598 6.1293 -1.3715 0.106
H 3.6910 4.9366 -1.0211 0.127
H 2.1267 3.6752 0.7694 0.055
H 2.5811 5.4691 1.2885 0.123
H -0.3086 4.8813 -0.1742 0.100
H 0.3563 6.4450 0.6412 0.126
H 0.2250 5.5967 3.0481 0.159
H 1.3869 4.0839 4.1590 0.129
H 2.1870 2.9983 2.8408 0.121
H 2.2400 3.1843 6.3258 0.082
H 2.3907 1.1883 8.2261 0.075
H 1.4759 -1.4774 7.7004 0.090
H 1.1212 -3.1396 4.9936 0.095
H -0.1161 -2.4104 3.7713 0.086
H -0.6341 -2.8581 5.6223 0.069
H 0.2029 0.0512 3.1987 0.037
O 2.7049 8.6781 -0.4537 0.071
C 1.7572 9.3923 -0.7744 -0.501
O 0.4863 8.9798 -0.5567 -0.024
C -0.6795 9.8038 -0.7322 -0.227
C -1.1306 9.8026 -2.1782 -0.068
C 1.9870 10.6891 -1.4939 0.005
H -0.5128 10.8109 -0.3402 0.115
H -1.4661 9.3585 -0.1112 0.127
H -0.3670 10.2211 -2.8389 0.067
H -2.0484 10.3853 -2.2979 0.084
H -1.3167 8.7786 -2.5206 0.087
H 2.1435 10.4864 -2.5569 0.101
H 2.8828 11.1609 -1.0790 0.095
H 1.1802 11.4098 -1.3746 0.069
O -0.9351 -6.5357 5.1103 0.079
C -1.7062 -6.3269 6.0445 -0.501
O -1.9104 -5.0660 6.4932 -0.026
C -2.9134 -4.6956 7.4552 -0.230
C -2.4142 -4.9123 8.8687 -0.068
C -2.3630 -7.4691 6.7630 0.003
H -3.8589 -5.2075 7.2557 0.115
H -3.1046 -3.6265 7.3028 0.125
H -2.1911 -5.9650 9.0605 0.067
H -3.1582 -4.5783 9.5976 0.084
H -1.4842 -4.3577 9.0359 0.085
H -1.6600 -7.8881 7.4881 0.100
H -2.6253 -8.2354 6.0275 0.095
H -3.2898 -7.2002 7.2664 0.068
O 4.8967 1.4807 -3.0645 0.041
C 5.6752 1.0441 -3.9097 -0.474
O 5.8972 1.7320 -5.0544 0.001
C 6.9097 1.4011 -6.0209 -0.230
C 6.4152 0.3392 -6.9812 -0.069
C 6.3217 -0.2985 -3.7318 0.012
H 7.8477 1.1265 -5.5306 0.115
H 7.1132 2.3226 -6.5796 0.125
H 6.1802 -0.5944 -6.4636 0.068
H 7.1670 0.1298 -7.7475 0.083
H 5.4930 0.6673 -7.4734 0.087
H 5.6174 -1.0783 -4.0342 0.095
H 6.5708 -0.4252 -2.6740 0.099
H 7.2543 -0.4162 -4.2805 0.070
```

Properties
* SMILES string: CCCCCCCCCCCCCCCCCCCC[C@@H](C#N)[C@](I)(C#N)Cc1cccc(C)c1.CCOC(C)=O.CCOC(C)=O.CCOC(C)=O
* LUMO level: -0.06 eV
* charge: 0
* E: -70188.0945 eV
* maximum force: 12.552 eV Å⁻¹



Record 2
Computed, not measured: a cluster of 2 separate species, C6H6OS in total, with the ωB97M-V functional and the def2-TZVPD basis.

Geometry as XYZ:
```
14
Properties=species:S:1:pos:R:3:nbo_charge:R:1
C 0.8671 0.7906 1.0846 -0.221
C 1.1219 0.4323 -0.3182 -0.201
C 0.2793 -0.4938 0.5386 -0.225
C 0.1367 1.5648 0.0337 -0.266
C -1.1632 -0.2952 0.3222 -0.232
C -1.2748 0.9788 -0.0198 -0.189
O -0.1209 -2.6169 -1.4974 -0.672
S -0.2461 -4.0639 -1.7587 0.675
H 1.4300 1.1858 1.8057 0.218
H 1.9180 0.5243 -0.9081 0.219
H 0.7948 -1.4507 0.8263 0.235
H 0.2153 2.7272 -0.1299 0.225
H -1.9671 -0.9906 0.3493 0.222
H -1.9910 1.7074 -0.3283 0.213
```

Properties
* SMILES string: C1=CC2C3C1C23.O=S
* ΔE to the lowest compared entry with this formula, charge and spin: 119.30 kcal per mole
* LUMO level (alpha / beta): -1.58 / -1.58 eV
* charge: 0
* E: -19195.8952 eV
* maximum force: 4.678 eV Å⁻¹



Record 3
Computed, not measured: a cluster of 3 separate species, C4H8O3 in total, with the ωB97M-V functional and the def2-TZVPD basis.

Geometry as XYZ:
```
15
Properties=species:S:1:pos:R:3:nbo_charge:R:1
C -1.4474 0.7278 1.0037 -0.869
C -1.1262 -1.1155 -1.2613 0.289
O -0.3091 -0.4816 -1.8857 -0.520
C 1.6590 -0.7508 -0.4201 0.640
O 1.5622 -1.9160 -0.2831 -0.490
C 1.8091 0.5591 -0.3137 -0.207
O 2.7133 1.0677 0.6078 -0.673
H -1.3318 1.1763 1.9915 0.221
H -1.9705 1.4201 0.3388 0.217
H -2.0222 -0.2004 1.0924 0.203
H -2.2057 -0.9877 -1.4382 0.125
H -0.8272 -1.8312 -0.4765 0.134
H 1.3120 1.2651 -0.9629 0.233
H -0.4566 0.5267 0.5935 0.222
H 2.6411 0.5405 1.4138 0.475
```

Properties
* SMILES string: O=C=CO.C=O.C
* ΔE to the lowest compared entry with this formula, charge and spin: 86.68 kcal per mole
* LUMO level: 0.54 eV
* charge: 0
* E: -10417.2448 eV
* maximum force: 0.884 eV Å⁻¹



Record 4
Computed, not measured: a structure of composition C11H17B2N7W, with the ωB97M-V functional and the def2-TZVPD basis.

Geometry as XYZ:
```
38
Properties=species:S:1:pos:R:3:nbo_charge:R:1
H -2.9515 1.2818 0.9190 0.278
N -1.5640 -0.0488 -0.0293 -0.252
B -0.4870 -1.9656 -1.2195 0.520
N -1.7745 -1.1779 -0.7971 -0.219
C -3.0906 -1.3994 -1.0036 0.090
W 0.7356 0.5946 0.6097 1.664
H -3.4205 -2.2318 -1.5997 0.281
C -3.7858 -0.3987 -0.3091 0.025
H -4.8445 -0.3081 -0.2659 0.275
C -2.8002 0.4142 0.2939 0.047
H -0.8088 -2.8892 -1.9099 0.025
C 2.3967 1.2156 1.3601 -1.041
H 2.3202 2.2063 1.7914 0.327
H 3.1275 1.2631 0.5431 0.271
H 2.7720 0.6030 2.2515 0.292
N 0.1860 -2.3588 0.1069 -0.334
N 0.4236 -0.9455 -1.9533 -0.299
N 0.6332 -1.3984 1.0381 -0.393
N 0.9746 0.1746 -1.3330 -0.454
C 0.5215 -3.5911 0.5076 0.094
C 0.8599 -0.9826 -3.2132 0.099
H 0.3072 -4.4460 -0.1169 0.264
H 0.5986 -1.8049 -3.8453 0.262
C 1.1431 -3.4847 1.7522 -0.299
C 1.6533 0.1542 -3.4363 -0.286
C 1.1925 -2.1294 2.0733 0.066
C 1.6982 0.8763 -2.2528 0.040
H 1.5228 -4.3039 2.3536 0.282
H 2.1410 0.4067 -4.3499 0.278
H 1.6140 -1.6029 2.9294 0.261
H 2.1404 1.8156 -1.9442 0.260
H 0.6291 0.1555 2.1978 0.000
B -0.7672 4.8397 1.5473 -0.715
C -0.5467 3.3592 1.3260 0.666
N -0.2893 2.2257 1.0880 -0.769
H -1.3003 5.0507 2.6256 0.131
H -1.4528 5.3764 0.6938 0.131
H 0.2923 5.4542 1.5704 0.131
```

Properties
* LUMO level (alpha / beta): -8.44 / -11.56 eV
* ⟨S²⟩: 2.0125
* charge: +2
* E: -25271.3409 eV
* maximum force: 4.744 eV Å⁻¹
* 2S+1: 3



Record 5
Computed, not measured: the molecule C6H15NO, with the ωB97M-V functional and the def2-TZVPD basis.

Geometry as XYZ:
```
23
Properties=species:S:1:pos:R:3:nbo_charge:R:1
C 2.2713 0.5443 -0.8378 -0.067
O 3.2021 1.5135 -0.3566 -0.733
C 1.0559 0.4353 0.1006 -0.071
C -0.0209 -0.4607 -0.4919 -0.398
C -1.2989 -0.5393 0.3934 -0.224
C -2.1983 -1.6713 -0.1529 -0.608
C -2.0648 0.7789 0.3539 -0.607
N 1.4700 -0.0188 1.4449 -0.844
H 2.7649 -0.4180 -0.8099 0.165
H 1.8997 0.8548 -1.8010 0.166
H 3.1983 2.2795 -0.9409 0.472
H 0.6689 1.4397 0.2405 0.185
H 0.3291 -1.4800 -0.6520 0.202
H -0.3132 -0.0149 -1.4429 0.196
H -0.9734 -0.7753 1.4022 0.223
H -1.6249 -2.4702 -0.6364 0.204
H -2.9505 -1.2408 -0.8156 0.202
H -2.7439 -2.2174 0.6249 0.210
H -1.4465 1.5981 0.7319 0.203
H -2.3279 1.0264 -0.6803 0.197
H -2.9572 0.7333 0.9827 0.212
H 2.2398 -0.6818 1.3922 0.351
H 1.8205 0.7847 1.9510 0.366
```

Properties
* SMILES string: CC(C)C[C@@H](N)CO
* ΔE to the lowest compared entry with this formula, charge and spin: 25.00 kcal per mole
* LUMO level: 0.85 eV
* charge: 0
* E: -10002.6732 eV
* maximum force: 1.441 eV Å⁻¹



Record 6
Computed, not measured: a cluster of 2 separate species, C10H16O in total, with the ωB97M-V functional and the def2-TZVPD basis.

Geometry as XYZ:
```
27
Properties=species:S:1:pos:R:3:nbo_charge:R:1
C 0.5070 -0.8707 -2.6557 -0.627
C 1.2367 -2.4235 0.7242 -0.248
C 1.4368 -1.3188 1.5129 0.275
C 0.8968 -2.3042 -0.6253 -0.202
C 0.6542 -1.0592 -1.1633 -0.024
C 1.1871 -0.0579 0.9571 -0.252
C 0.8101 0.0696 -0.3570 -0.209
O 1.6964 -1.4629 2.8536 -0.689
H 1.3049 -3.3979 1.1589 0.219
H 0.8469 -3.2171 -1.2062 0.211
H 1.2645 0.7946 1.6271 0.207
H 1.1097 -0.8945 3.3764 0.482
H 1.4914 -0.9648 -3.1057 0.218
H 0.0669 0.0805 -2.9173 0.214
H 0.7724 1.0429 -0.8199 0.210
H -0.0734 -1.6915 -3.0825 0.214
C -1.9976 2.5183 -0.7473 -0.401
C -2.5143 3.8722 -0.2584 -0.602
C -2.4460 1.3490 0.0993 -0.616
H -2.3296 2.3318 -1.7764 0.195
H -0.9151 2.5804 -0.8709 0.191
H -2.4164 4.0046 0.8208 0.202
H -2.4887 0.3767 -0.3903 0.215
H -1.7788 1.1900 0.9499 0.204
H -3.4389 1.4733 0.5430 0.203
H -1.9899 4.6628 -0.7910 0.208
H -3.5959 3.9120 -0.4253 0.202
```

Properties
* SMILES string: Cc1ccc(O)cc1.CCC
* ΔE to the lowest compared entry with this formula, charge and spin: 23.36 kcal per mole
* LUMO level: 0.81 eV
* charge: 0
* E: -12676.7119 eV
* maximum force: 1.565 eV Å⁻¹



Record 7
Computed, not measured: a structure of composition C33H57BrN4O2PtSi, with the ωB97M-V functional and the def2-TZVPD basis.

Geometry as XYZ:
```
99
Properties=species:S:1:pos:R:3:mulliken_spin:R:1
Pt 0.8178 0.8185 -1.0729 1.057
C 5.4564 0.3933 -2.0704 0.002
C 4.6193 -0.1006 -3.2493 0.001
C 3.4965 0.9294 -3.2411 0.013
O 3.1875 1.1078 -1.8349 0.022
C 4.3649 0.8012 -1.0894 -0.004
H 6.0477 1.2624 -2.4447 0.000
H 6.1074 -0.4032 -1.6969 0.001
H 4.1893 -1.0772 -3.1156 0.001
H 5.1578 -0.0885 -4.1957 0.000
H 2.5995 0.5970 -3.7487 -0.002
H 3.8647 1.8356 -3.6836 0.001
H 4.1663 -0.0851 -0.4382 0.006
H 4.6819 1.6604 -0.5337 -0.001
C -4.1223 -6.3982 -2.1905 0.008
C -4.4898 -5.0053 -2.5934 0.254
C -3.4859 -4.0969 -3.0653 0.018
C -3.8272 -2.8759 -3.5222 0.128
C -5.2143 -2.4669 -3.5836 0.162
N -5.5927 -1.3144 -4.1025 0.255
C -4.8070 -0.2934 -4.8531 -0.011
O -5.1885 -0.0693 -5.9676 0.025
N -3.8287 0.3547 -4.1720 0.000
C -3.4004 0.2709 -2.8536 0.020
C -4.2850 0.1021 -1.7807 0.005
C -3.7446 -0.0114 -0.5029 -0.001
C -2.3365 -0.0083 -0.3508 -0.035
N -1.5342 0.1163 -1.3631 0.090
C -2.0397 0.2766 -2.5920 -0.012
C -6.2319 -3.3990 -3.1451 0.109
C -5.8713 -4.5937 -2.6341 0.006
H -4.2520 -7.0563 -3.0671 0.040
H -4.7880 -6.7215 -1.3850 0.010
H -3.0799 -6.4640 -1.8744 0.004
H -2.4369 -4.4538 -3.1271 0.003
H -3.0544 -2.2297 -3.9550 0.001
H -6.6413 -1.1698 -4.1789 -0.015
H -3.3330 0.9560 -4.8107 0.000
H -5.3873 0.1606 -1.9258 -0.007
H -4.4124 -0.0455 0.3503 0.000
H -1.8988 -0.0370 0.6258 0.019
H -1.3480 0.4382 -3.3991 0.008
H -7.2616 -3.0343 -3.2202 0.000
H -6.6516 -5.2961 -2.3492 0.001
C 4.1660 0.1604 2.4050 0.003
C 3.2010 -0.3663 3.4873 -0.003
C 3.4511 0.3966 4.7693 0.001
C 3.5846 -1.8533 3.6800 0.002
Si 1.3092 -0.1616 3.0615 0.011
Br 1.0160 -0.9546 0.6924 0.054
C 0.6942 1.6496 2.9973 0.011
C 0.5755 2.1742 4.4380 0.005
C 1.6734 2.5105 2.2769 -0.010
C -0.6557 1.8449 2.2194 0.017
C 0.1536 -1.3838 3.9745 0.000
C -1.2950 -0.9961 3.7618 0.002
C 0.4260 -1.3853 5.4776 -0.001
C 0.2672 -2.8822 3.5712 0.003
H 5.1942 0.0821 2.7953 0.000
H 4.0119 1.1760 2.0264 0.002
H 4.1062 -0.5152 1.5374 0.000
H 4.5189 0.2048 5.0457 0.000
H 2.8044 0.1474 5.6004 0.000
H 3.4190 1.4750 4.5942 0.000
H 4.6629 -1.9585 3.7953 0.000
H 3.2772 -2.4730 2.8761 0.000
H 3.0753 -2.1995 4.5986 0.000
H 1.4848 2.1630 5.0536 -0.001
H -0.2113 1.6605 5.0043 0.000
H 0.2497 3.2297 4.3269 0.000
H 2.5975 2.6019 2.8408 0.000
H 1.2559 3.5108 2.1525 0.001
H 1.8903 2.1716 1.2646 0.023
H -1.5005 1.2702 2.5820 0.001
H -0.3830 1.5914 1.1813 0.009
H -0.8782 2.9463 2.2958 0.000
H -1.5626 -0.0963 4.2937 0.000
H -1.8981 -1.8031 4.1833 0.000
H -1.5709 -0.8850 2.6877 0.001
H 0.1973 -0.4125 5.8822 0.000
H 1.4939 -1.6149 5.7219 0.000
H -0.1925 -2.1146 5.9765 0.000
H 0.2625 -3.1029 2.4904 0.000
H -0.5573 -3.4707 3.9897 0.000
H 1.1880 -3.2847 3.9838 0.000
C 1.0978 4.1376 -3.6761 0.087
C 0.7171 3.7276 -2.2666 -0.062
C 1.7780 4.1859 -1.2592 0.133
C -0.6651 4.3073 -1.8521 0.105
N 0.5812 2.3398 -2.1749 1.464
H 1.1772 5.2184 -3.7834 0.000
H 0.4458 3.6754 -4.4134 -0.006
H 2.0841 3.7327 -3.9278 -0.003
H 1.9591 5.2061 -1.5227 -0.004
H 2.7208 3.6056 -1.2807 -0.006
H 1.3630 4.1673 -0.2596 -0.012
H -0.6170 5.3932 -1.9183 0.003
H -0.8680 4.0257 -0.7945 -0.009
H -1.4885 3.9381 -2.4593 -0.002
```

Properties
* LUMO level (alpha / beta): -5.06 / -8.22 eV
* ⟨S²⟩: 6.0425
* charge: +2
* E: -126352.2722 eV
* maximum force: 2.236 eV Å⁻¹
* 2S+1: 5



Record 8
Computed, not measured: a cluster of 2 separate species, C8H17N4 in total, with the ωB97M-V functional and the def2-TZVPD basis.

Geometry as XYZ:
```
29
Properties=species:S:1:pos:R:3:nbo_charge:R:1
C -4.0619 -0.8123 0.6545 -0.326
C -3.5082 -1.6400 -0.2650 -0.025
C -3.1313 0.2516 0.7657 -0.026
C 2.1071 -2.5342 -0.3818 -0.605
C 2.2025 -1.3419 0.6113 -0.374
C 1.6528 -0.1273 -0.1746 -0.388
C 1.3813 1.0230 0.7566 -0.438
C 0.8843 2.2514 -0.1291 0.610
N -2.3730 -1.1045 -0.6574 -0.311
N -2.0966 0.0488 -0.0461 -0.364
N 1.6992 3.2444 -0.5265 -0.766
N -0.3235 2.0544 -0.6225 -0.718
H -4.9088 -0.7643 1.2579 0.245
H -4.0097 -2.5051 -0.5288 0.241
H -3.1458 1.1181 1.3795 0.211
H 2.7171 -2.4214 -1.2002 0.214
H 1.1091 -2.7939 -0.5495 0.201
H 2.5702 -3.3499 0.1896 0.225
H 1.6383 -1.4179 1.4305 0.193
H 3.1248 -0.9933 0.8690 0.198
H 2.4450 0.0474 -1.0094 0.221
H 0.6504 -0.5040 -0.5858 0.199
H 0.6234 0.9221 1.4063 0.231
H 2.1906 1.4087 1.2579 0.223
H 2.7096 3.1815 -0.6315 0.442
H 1.2562 4.1042 -0.7392 0.411
H -0.8438 2.8642 -0.9632 0.407
H -1.6779 -1.5131 -1.2981 0.419
H -0.8813 1.3035 -0.2700 0.448
```

Properties
* ΔE to the lowest compared entry with this formula, charge and spin: 10.73 kcal per mole
* LUMO level: -3.06 eV
* charge: +1
* E: -14524.6799 eV
* maximum force: 5.946 eV Å⁻¹